No. 1
DFT (the ωB97M-V functional and the def2-TZVPD basis) results for C21H27BClMoN17O5 as an isolated structure.

Last column: Mulliken charge in e.
Element x y z (Å)
1 Mo 0.72441 -1.03924 -0.28942  -0.6268
2 C 4.02970 0.57761 -1.03631  -1.1099
3 C 2.79310 1.38026 -0.82392  0.3126
4 C 2.74710 2.76788 -0.80640  -1.7362
5 C 1.46300 3.09769 -0.43775  -0.0731
6 N 0.76715 1.97280 -0.24851  0.2142
7 N 1.56447 0.90102 -0.52782  1.4123
8 B -0.70518 1.86876 0.24085  0.3888
9 N -0.75828 0.94483 1.49950  0.1134
10 C -1.33650 1.14147 2.68989  -0.1346
11 C -1.12417 0.02335 3.47347  -1.5626
12 C -0.38446 -0.85010 2.68102  0.2248
13 C 0.18189 -2.17705 3.05871  -1.7491
14 N -0.19443 -0.28122 1.48064  2.1265
15 N -1.47285 1.14080 -0.87105  0.0202
16 C -2.52213 1.47280 -1.62934  0.0633
17 C -2.73220 0.46057 -2.53978  -1.7447
18 C -1.74285 -0.49039 -2.30032  0.4203
19 C -1.62644 -1.77199 -3.06283  -1.5982
20 N -0.97363 -0.06265 -1.27423  1.5211
21 N -1.21832 3.22863 0.61544  0.5159
22 C -0.72973 4.02080 1.61050  -0.3177
23 C -1.40826 5.20595 1.56731  -1.3667
24 C -2.31343 5.06890 0.48785  0.6890
25 C -3.30679 6.06296 -0.01662  -1.2840
26 N -2.18558 3.88285 -0.07780  -1.2936
27 H 4.85186 1.26521 -1.22152  0.4070
28 H 3.96327 -0.09846 -1.88076  0.1924
29 H 4.28887 0.00520 -0.14627  0.1399
30 H 3.56280 3.43721 -1.01490  0.5490
31 H 1.00144 4.05899 -0.29201  0.5469
32 H -1.85993 2.05782 2.90217  0.6250
33 H -1.44398 -0.13366 4.48894  0.5790
34 H -0.44373 -2.64989 3.81370  0.4903
35 H 1.17670 -2.04761 3.49047  0.2305
36 H 0.26354 -2.84975 2.20563  0.1574
37 H -3.01804 2.41264 -1.45764  0.6581
38 H -3.49651 0.40950 -3.29568  0.5874
39 H -2.62483 -2.07259 -3.37898  0.4601
40 H -1.16327 -2.58037 -2.50678  0.1331
41 H -1.02545 -1.62463 -3.96020  0.2819
42 H 0.06537 3.68489 2.25847  0.5737
43 H -1.27720 6.05758 2.21287  0.4541
44 H -3.26202 6.97926 0.56802  0.3742
45 H -4.31970 5.66574 0.04601  0.3012
46 H -3.11032 6.31110 -1.05937  0.3024
47 O 1.51179 -2.08673 -4.44582  -0.6549
48 Cl 2.05945 -1.42058 -3.33281  1.8098
49 O 2.27303 -0.03833 -3.55150  -0.5791
50 O 3.20253 -2.07684 -2.79217  -0.6211
51 O 0.97419 -1.53388 -2.24693  -0.6963
52 N 3.77648 -2.87316 0.85244  0.0598
53 C 2.93940 -3.50828 0.05706  0.2139
54 N 3.16219 -4.74774 -0.46173  -0.3373
55 N 2.09397 -5.03394 -1.11267  -0.5682
56 N 1.20675 -4.00705 -1.04407  -0.4433
57 N 1.72005 -3.05727 -0.30887  0.9247
58 C 3.44820 -1.67545 1.45157  -0.3397
59 N 4.20248 -1.11595 2.36522  -0.4183
60 N 3.52833 -0.00162 2.69713  -0.8900
61 N 2.45948 0.11267 1.99387  -0.2182
62 N 2.35123 -0.96231 1.17632  1.4870
63 H 4.66639 -3.30064 1.08970  0.3075
64 C -2.40824 -4.21124 -0.05305  -1.4637
65 C -1.98807 -2.79311 0.13679  0.7637
66 C -2.97611 -1.76645 0.57277  -0.6587
67 O -0.79518 -2.53499 -0.05989  0.0897
68 H -3.48645 -4.32599 -0.10414  0.4909
69 H -2.02990 -4.78945 0.79585  0.3375
70 H -1.92539 -4.61451 -0.94378  0.3073
71 H -3.94433 -2.21020 0.78210  0.5771
72 H -3.08490 -1.01051 -0.20866  0.0673
73 H -2.60177 -1.25190 1.46005  -0.0159

Properties
2S+1 = 4
Expectation value of S² = 3.779
Max |F| = 0.3 eV/Å
HOMO-LUMO gap (alpha / beta) = 7.4575 / 5.2299 eV
Highest occupied orbital energy (alpha / beta) = -11.891 / -11.891 eV
Total charge = +1

No. 2
DFT (the ωB97M-V functional and the def2-TZVPD basis) results for a 9-piece molecular cluster, BrH17O8 overall.

Last column: Mulliken charge in e.
Element x y z (Å)
1 O -0.16632 -1.02710 -0.44560  -0.1212
2 H -1.14142 -0.92584 -0.60774  0.4436
3 H -0.08718 -0.28074 0.07614  0.2598
4 H 0.32332 -1.19690 -1.31713  0.2955
5 Br 0.67145 -3.69025 -2.63067  -0.8605
6 O -0.62264 1.61544 -0.15829  -0.5646
7 H -1.50324 1.71584 0.09503  0.2212
8 H -0.25040 2.40634 0.38473  0.3307
9 O -1.79390 -0.72077 1.85593  -0.5983
10 H -1.82327 -1.25303 2.73429  0.2988
11 H -2.57154 -0.17124 1.98745  0.3200
12 O 1.27745 -0.21341 -2.88960  -0.7168
13 H 2.28259 -0.44168 -3.02878  0.3247
14 H 1.37554 0.55474 -2.18545  0.4267
15 O 2.11038 -0.08630 0.93842  -0.6417
16 H 2.46541 -1.01078 1.25827  0.3446
17 H 1.83349 0.05965 1.81009  0.2677
18 O 0.35446 0.89445 2.94583  -0.6290
19 H 0.56548 0.45681 3.71068  0.2832
20 H -0.50332 0.67386 2.63899  0.3663
21 O 2.32078 1.63634 -1.18476  -0.6885
22 H 2.40243 1.03647 -0.47248  0.4150
23 H 1.68324 2.17843 -0.68708  0.2661
24 O -2.71750 -0.66411 -1.33722  -0.6545
25 H -3.05976 -1.47259 -1.59232  0.2929
26 H -3.42552 -0.07364 -1.89872  0.3182

Properties
Max |F| = 5.5 eV/Å
HOMO-LUMO gap = 5.2424 eV
Highest occupied orbital energy = -6.326 eV
Total charge = 0

No. 3
DFT (the ωB97M-V functional and the def2-TZVPD basis) results for one molecule with the formula C4H5NO.

Last column: Mulliken charge in e.
Element x y z (Å)
1 O -0.56495 1.30176 -1.09821  -0.4723
2 C -0.88228 0.30843 -0.20377  -0.0006
3 C -0.34686 -1.01213 -0.51706  -0.6271
4 C 0.29987 -0.40855 0.69326  -0.2067
5 C 1.57392 0.21558 0.63258  0.1870
6 N 2.59183 0.76429 0.57549  -0.4616
7 H -0.61228 2.17574 -0.69222  0.3424
8 H -1.43255 0.44122 0.70487  0.3382
9 H -0.95794 -1.88658 -0.35789  0.2416
10 H 0.27979 -1.03316 -1.40065  0.2683
11 H 0.05144 -0.86661 1.66361  0.3908

Properties
SMILES = N#C[C@@H]1C[C@@H]1O
Max |F| = 2.2 eV/Å
HOMO-LUMO gap = 9.9531 eV
Highest occupied orbital energy = -9.303 eV
Total charge = 0

No. 4
DFT (the ωB97M-V functional and the def2-TZVPD basis) results for one molecule with the formula CH4OP2.

Last column: Mulliken charge in e.
Element x y z (Å)
1 C 0.28161 0.62527 0.28379  -0.4368
2 O -1.80916 -0.92246 -0.47697  -0.5678
3 P -1.37434 0.29081 0.16524  0.4381
4 P 1.43927 -0.88726 0.14939  -0.0713
5 H -2.40025 1.26364 0.47554  0.1348
6 H 0.43749 1.55696 0.74800  0.3768
7 H 0.82974 -1.64734 -0.88917  0.0730
8 H 2.59564 -0.27962 -0.45583  0.0532

Properties
Max |F| = 3.3 eV/Å
HOMO-LUMO gap = 8.6235 eV
Highest occupied orbital energy = -8.401 eV
Total charge = 0

> The highest max |F| belongs to which entry?

BrH17O8

> What is the max |F| in the third record?

2.2 eV/Å

> Among the records above, which one has the highest max |F|?

BrH17O8